Below is a cluster of 20 separate species, C74H154N6O34 in total in a non-equilibrium geometry, with properties calculated with ωB97M-V with the def2-TZVPD basis set.

electronic energy: -157798.0955 eV
molar mass: 1672.054 g/mol
HOMO energy: -8.62 eV
net charge: 0
E_LUMO: 0.51 eV
max |F|: 4.19 eV/A

Last columns: bonded neighbours and bond lengths (Å).
Cartesian coordinates (Å):
1 O 9.57 15.57 18.16  C2 1.218
2 C 10.24 14.83 18.86  O1 1.218, O3 1.321, C6 1.515
3 O 11.55 14.70 18.79  C2 1.321, C4 1.506
4 C 12.30 15.58 17.82  O3 1.506, C5 1.496, H7 1.113, H8 1.034
5 C 13.78 15.47 18.00  C4 1.496, H9 1.108, H10 1.111, H11 1.116
6 C 9.67 14.16 20.09  C2 1.515, H12 1.106, H13 1.106, H14 1.069
7 H 11.86 16.59 18.00  C4 1.113
8 H 12.02 15.22 16.89  C4 1.034
9 H 14.16 15.40 19.03  C5 1.108
10 H 14.24 16.36 17.51  C5 1.111
11 H 14.30 14.58 17.55  C5 1.116
12 H 10.16 13.17 20.16  C6 1.106
13 H 8.59 14.16 19.87  C6 1.106
14 H 9.93 14.68 20.99  C6 1.069
15 O 12.83 24.37 13.27  C16 1.193
16 C 12.71 25.27 12.50  O15 1.193, O17 1.335, C20 1.481
17 O 13.74 26.00 12.08  C16 1.335, C18 1.446
18 C 15.02 25.51 12.55  O17 1.446, C19 1.579, H21 1.105, H22 1.085
19 C 15.57 24.23 11.81  C18 1.579, H23 1.078, H24 1.071, H25 1.116
20 C 11.47 25.77 11.85  C16 1.481, H26 1.087, H27 1.085, H28 1.068
21 H 14.87 25.32 13.63  C18 1.105
22 H 15.58 26.42 12.34  C18 1.085
23 H 15.41 23.34 12.40  C19 1.078
24 H 16.63 24.27 11.68  C19 1.071
25 H 15.08 24.14 10.81  C19 1.116
26 H 11.15 26.46 12.63  C20 1.087
27 H 10.76 24.97 11.70  C20 1.085
28 H 11.62 26.37 10.98  C20 1.068
29 O 10.33 22.30 15.34  C30 1.191
30 C 11.52 22.25 15.30  O29 1.191, O31 1.366, C34 1.540
31 O 12.37 22.79 16.22  C30 1.366, C32 1.489
32 C 11.76 23.24 17.50  O31 1.489, C33 1.497, H35 1.078, H36 1.066
33 C 12.89 23.78 18.31  C32 1.497, H37 1.128, H38 1.075, H39 1.117
34 C 12.32 21.59 14.16  C30 1.540, H40 1.125, H41 1.088, H42 1.121
35 H 11.28 22.42 18.02  C32 1.078
36 H 11.02 23.92 17.15  C32 1.066
37 H 13.63 22.94 18.44  C33 1.128
38 H 12.62 24.11 19.30  C33 1.075
39 H 13.35 24.68 17.85  C33 1.117
40 H 13.31 22.11 14.04  C34 1.125
41 H 11.82 21.71 13.20  C34 1.088
42 H 12.57 20.52 14.35  C34 1.121
43 O 21.84 18.88 19.75  C44 1.204
44 C 21.02 18.00 19.74  O43 1.204, O45 1.359, C48 1.507
45 O 20.36 17.59 20.85  C44 1.359, C46 1.465
46 C 20.56 18.35 22.09  O45 1.465, C47 1.510, H49 1.108, H50 1.092
47 C 19.63 17.81 23.15  C46 1.510, H51 1.090, H52 1.108, H53 1.119
48 C 20.69 17.18 18.52  C44 1.507, H54 1.096, H55 1.067, H56 1.086
49 H 20.32 19.41 21.88  C46 1.108
50 H 21.61 18.35 22.39  C46 1.092
51 H 19.55 16.73 23.25  C47 1.090
52 H 18.59 18.19 23.09  C47 1.108
53 H 19.97 18.23 24.13  C47 1.119
54 H 20.68 17.85 17.66  C48 1.096
55 H 19.74 16.70 18.56  C48 1.067
56 H 21.46 16.41 18.41  C48 1.086
57 O 16.50 15.23 19.53  C58 1.192
58 C 17.10 14.72 20.42  O57 1.192, O59 1.352, C62 1.542
59 O 16.51 14.50 21.62  C58 1.352, C60 1.441
60 C 15.09 14.69 21.73  O59 1.441, C61 1.524, H63 1.085, H64 1.089
61 C 14.38 13.46 21.19  C60 1.524, H65 1.107, H66 1.092, H67 1.075
62 C 18.60 14.37 20.43  C58 1.542, H68 1.110, H69 1.073, H70 1.075
63 H 14.79 15.68 21.39  C60 1.085
64 H 14.99 14.66 22.81  C60 1.089
65 H 14.68 12.55 21.73  C61 1.107
66 H 14.63 13.40 20.13  C61 1.092
67 H 13.31 13.52 21.32  C61 1.075
68 H 19.12 15.11 21.07  C62 1.110
69 H 19.11 14.27 19.49  C62 1.073
70 H 18.71 13.50 21.05  C62 1.075
71 O 21.33 21.23 13.73  C72 1.203
72 C 21.42 21.26 12.53  O71 1.203, O73 1.370, C76 1.521
73 O 22.10 20.29 11.84  C72 1.370, C74 1.422
74 C 22.44 19.17 12.65  O73 1.422, C75 1.479, H77 1.094, H78 1.079
75 C 23.10 18.13 11.83  C74 1.479, H79 1.077, H80 1.099, H81 1.079
76 C 20.91 22.32 11.57  C72 1.521, H82 1.078, H83 1.106, H84 1.114
77 H 21.55 18.78 13.14  C74 1.094
78 H 23.10 19.50 13.43  C74 1.079
79 H 22.45 17.69 11.09  C75 1.077
80 H 23.56 17.35 12.45  C75 1.099
81 H 23.94 18.51 11.26  C75 1.079
82 H 20.79 23.21 12.17  C76 1.078
83 H 19.95 21.94 11.17  C76 1.106
84 H 21.60 22.45 10.70  C76 1.114
85 O 19.32 18.24 9.81  C86 1.208
86 C 19.07 19.42 9.78  O85 1.208, O87 1.344, C90 1.465
87 O 18.55 20.10 10.81  C86 1.344, C88 1.452
88 C 18.38 19.47 12.10  O87 1.452, C89 1.504, H91 1.100, H92 1.071
89 C 17.51 20.46 12.83  C88 1.504, H93 1.080, H94 1.068, H95 1.088
90 C 19.18 20.27 8.58  C86 1.465, H96 1.082, H97 1.112, H98 1.105
91 H 19.39 19.36 12.53  C88 1.100
92 H 18.00 18.48 11.96  C88 1.071
93 H 17.91 21.46 12.76  C89 1.080
94 H 17.47 20.26 13.88  C89 1.068
95 H 16.49 20.48 12.45  C89 1.088
96 H 18.86 21.26 8.87  C90 1.082
97 H 18.51 19.94 7.76  C90 1.112
98 H 20.22 20.32 8.22  C90 1.105
99 O 16.14 16.84 12.30  C100 1.226
100 C 15.33 17.74 12.15  O99 1.226, O101 1.348, C104 1.490
101 O 15.20 18.45 11.01  C100 1.348, C102 1.452
102 C 15.98 17.92 9.91  O101 1.452, C103 1.477, H105 1.067, H106 1.095
103 C 15.45 16.68 9.30  C102 1.477, H107 1.117, H108 1.106, H109 1.116
104 C 14.37 18.26 13.17  C100 1.490, H110 1.052, H111 1.066, H112 1.083
105 H 17.00 17.81 10.20  C102 1.067
106 H 15.96 18.79 9.24  C102 1.095
107 H 16.10 16.30 8.47  C103 1.117
108 H 14.49 16.80 8.76  C103 1.106
109 H 15.38 15.88 10.06  C103 1.116
110 H 14.65 17.97 14.14  C104 1.052
111 H 13.40 17.92 12.87  C104 1.066
112 H 14.35 19.34 13.12  C104 1.083
113 O 16.66 9.93 13.69  C114 1.233
114 C 17.59 10.14 14.47  O113 1.233, O115 1.343, C118 1.491
115 O 17.59 11.18 15.32  C114 1.343, C116 1.423
116 C 16.48 12.08 15.30  O115 1.423, C117 1.476, H119 1.123, H120 1.078
117 C 16.62 13.26 16.16  C116 1.476, H121 1.117, H122 1.033, H123 1.128
118 C 18.84 9.34 14.64  C114 1.491, H124 1.144, H125 1.045, H126 1.087
119 H 15.58 11.51 15.63  C116 1.123
120 H 16.28 12.36 14.28  C116 1.078
121 H 16.96 12.99 17.19  C117 1.117
122 H 15.73 13.78 16.29  C117 1.033
123 H 17.40 13.99 15.80  C117 1.128
124 H 19.32 9.38 13.61  C118 1.144
125 H 18.58 8.34 14.78  C118 1.045
126 H 19.55 9.74 15.36  C118 1.087
127 O 15.40 19.88 21.41  C128 1.176
128 C 14.82 18.87 21.27  O127 1.176, O129 1.340, C132 1.523
129 O 15.08 18.05 20.24  C128 1.340, C130 1.442
130 C 16.07 18.51 19.30  O129 1.442, C131 1.543, H133 1.104, H134 1.084
131 C 17.53 18.54 19.81  C130 1.543, H135 1.092, H136 1.077, H137 1.086
132 C 13.70 18.38 22.17  C128 1.523, H138 1.093, H139 1.093, H140 1.091
133 H 15.76 19.49 18.90  C130 1.104
134 H 15.99 17.72 18.56  C130 1.084
135 H 17.80 17.51 20.03  C131 1.092
136 H 17.60 19.17 20.69  C131 1.077
137 H 18.11 19.03 19.03  C131 1.086
138 H 13.85 17.36 22.54  C132 1.093
139 H 12.72 18.42 21.69  C132 1.093
140 H 13.70 19.08 23.01  C132 1.091
141 O 19.67 27.34 14.45  C142 1.221
142 C 19.99 26.63 13.51  O141 1.221, O143 1.338, C146 1.543
143 O 19.67 25.33 13.49  C142 1.338, C144 1.424
144 C 18.80 24.88 14.52  O143 1.424, C145 1.492, H147 1.146, H148 1.081
145 C 19.13 23.47 14.89  C144 1.492, H149 1.105, H150 1.108, H151 1.107
146 C 20.97 27.08 12.41  C142 1.543, H152 1.116, H153 1.093, H154 1.101
147 H 17.69 24.98 14.24  C144 1.146
148 H 18.90 25.60 15.32  C144 1.081
149 H 20.16 23.45 15.29  C145 1.105
150 H 19.11 22.73 14.07  C145 1.108
151 H 18.61 23.07 15.78  C145 1.107
152 H 20.42 27.98 12.04  C146 1.116
153 H 21.22 26.36 11.63  C146 1.093
154 H 21.86 27.47 12.93  C146 1.101
155 O 20.41 21.58 19.07  C156 1.229
156 C 21.52 22.00 19.40  O155 1.229, O157 1.330, C160 1.473
157 O 22.58 22.16 18.63  C156 1.330, C158 1.481
158 C 22.35 21.93 17.18  O157 1.481, C159 1.569, H161 1.093, H162 1.098
159 C 22.84 20.48 16.82  C158 1.569, H163 1.080, H164 1.114, H165 1.051
160 C 21.86 22.16 20.83  C156 1.473, H166 1.042, H167 1.072, H168 1.094
161 H 22.90 22.70 16.65  C158 1.093
162 H 21.30 22.15 16.96  C158 1.098
163 H 22.36 19.73 17.43  C159 1.080
164 H 23.95 20.44 16.98  C159 1.114
165 H 22.70 20.27 15.80  C159 1.051
166 H 21.52 21.25 21.21  C160 1.042
167 H 21.33 22.95 21.32  C160 1.072
168 H 22.92 22.31 21.02  C160 1.094
169 O 23.71 17.05 15.19  C170 1.173
170 C 24.37 17.36 16.10  O169 1.173, O171 1.369, C174 1.498
171 O 25.33 18.34 16.14  C170 1.369, C172 1.424
172 C 25.70 18.82 14.85  O171 1.424, C173 1.509, H175 1.072, H176 1.095
173 C 26.94 18.08 14.43  C172 1.509, H177 1.086, H178 1.108, H179 1.061
174 C 24.31 16.82 17.50  C170 1.498, H180 1.122, H181 1.084, H182 1.102
175 H 25.85 19.88 14.92  C172 1.072
176 H 24.86 18.66 14.16  C172 1.095
177 H 27.78 18.18 15.11  C173 1.086
178 H 27.29 18.46 13.45  C173 1.108
179 H 26.77 17.04 14.26  C173 1.061
180 H 25.28 16.43 17.89  C174 1.122
181 H 23.53 16.07 17.57  C174 1.084
182 H 23.94 17.59 18.20  C174 1.102
183 O 12.74 11.22 14.83  C184 1.210
184 C 12.97 12.05 15.68  O183 1.210, O185 1.344, C188 1.482
185 O 13.00 13.37 15.41  C184 1.344, C186 1.446
186 C 12.79 13.77 14.03  O185 1.446, C187 1.447, H189 1.092, H190 1.117
187 C 13.85 14.62 13.54  C186 1.447, H191 1.079, H192 1.074, H193 1.087
188 C 13.24 11.68 17.08  C184 1.482, H194 1.095, H195 1.090, H196 1.076
189 H 11.85 14.32 14.06  C186 1.092
190 H 12.68 12.85 13.40  C186 1.117
191 H 14.75 14.03 13.45  C187 1.079
192 H 14.12 15.46 14.16  C187 1.074
193 H 13.59 14.90 12.52  C187 1.087
194 H 13.15 10.60 17.23  C188 1.095
195 H 12.50 12.21 17.68  C188 1.090
196 H 14.21 12.06 17.36  C188 1.076
197 C 9.55 18.76 15.65  C198 1.507, H202 1.116, H203 1.078, H204 1.069
198 C 11.01 18.67 15.99  C197 1.507, O199 1.215, N200 1.331
199 O 11.76 18.08 15.24  C198 1.215
200 N 11.44 19.23 17.12  C198 1.331, C201 1.447, H205 0.996
201 C 12.84 19.54 17.36  N200 1.447, H206 1.075, H207 1.123, H208 1.096
202 H 9.40 19.36 14.71  C197 1.116
203 H 9.12 19.35 16.44  C197 1.078
204 H 9.10 17.79 15.65  C197 1.069
205 H 10.80 19.80 17.62  N200 0.996
206 H 13.39 18.65 17.11  C201 1.075
207 H 13.00 19.76 18.45  C201 1.123
208 H 13.20 20.35 16.72  C201 1.096
209 C 19.89 25.00 18.32  C210 1.551, H214 1.081, H215 1.086, H216 1.103
210 C 21.02 25.76 17.59  C209 1.551, O211 1.198, N212 1.383
211 O 21.83 25.18 16.92  C210 1.198
212 N 20.92 27.14 17.67  C210 1.383, C213 1.487, H217 1.008
213 C 21.94 27.89 16.88  N212 1.487, H218 1.110, H219 1.083, H220 1.084
214 H 20.00 23.93 18.21  C209 1.081
215 H 18.96 25.31 17.86  C209 1.086
216 H 19.77 25.29 19.38  C209 1.103
217 H 20.52 27.56 18.49  N212 1.008
218 H 21.56 28.91 16.63  C213 1.110
219 H 21.99 27.38 15.93  C213 1.083
220 H 22.90 27.86 17.38  C213 1.084
221 C 17.07 13.96 11.56  C222 1.475, H226 1.081, H227 1.098, H228 1.111
222 C 17.68 12.61 11.59  C221 1.475, O223 1.252, N224 1.320
223 O 18.70 12.36 12.26  C222 1.252
224 N 17.03 11.66 10.96  C222 1.320, C225 1.490, H229 0.989
225 C 17.57 10.28 10.84  N224 1.490, H230 1.107, H231 1.118, H232 1.098
226 H 17.77 14.78 11.48  C221 1.081
227 H 16.46 13.97 12.47  C221 1.098
228 H 16.31 14.04 10.75  C221 1.111
229 H 16.18 11.94 10.53  N224 0.989
230 H 18.38 10.26 11.59  C225 1.107
231 H 18.13 10.13 9.88  C225 1.118
232 H 16.91 9.41 10.92  C225 1.098
233 C 16.87 16.96 15.75  C234 1.510, H238 1.086, H239 1.133, H240 1.105
234 C 17.29 18.38 16.06  C233 1.510, O235 1.252, N236 1.324
235 O 16.44 19.22 16.41  C234 1.252
236 N 18.59 18.61 15.94  C234 1.324, C237 1.468, H241 1.037
237 C 19.15 19.96 16.11  N236 1.468, H242 1.102, H243 1.075, H244 1.092
238 H 17.39 16.27 16.40  C233 1.086
239 H 16.97 16.58 14.69  C233 1.133
240 H 15.79 16.86 15.93  C233 1.105
241 H 19.19 17.78 15.77  N236 1.037
242 H 18.39 20.68 15.77  C237 1.102
243 H 20.03 19.95 15.49  C237 1.075
244 H 19.52 20.17 17.11  C237 1.092
245 C 15.59 22.92 15.58  C246 1.493, H250 1.082, H251 1.108, H252 1.090
246 C 16.17 23.08 16.94  C245 1.493, O247 1.231, N248 1.388
247 O 16.19 24.21 17.41  C246 1.231
248 N 16.60 21.97 17.67  C246 1.388, C249 1.423, H253 1.008
249 C 17.13 22.12 18.98  N248 1.423, H254 1.126, H255 1.083, H256 1.113
250 H 15.69 21.91 15.19  C245 1.082
251 H 16.11 23.60 14.88  C245 1.108
252 H 14.55 23.23 15.59  C245 1.090
253 H 16.42 21.07 17.27  N248 1.008
254 H 16.79 23.12 19.38  C249 1.126
255 H 18.21 22.06 18.99  C249 1.083
256 H 16.80 21.33 19.68  C249 1.113
257 C 20.45 13.65 15.74  C258 1.512, H262 1.093, H263 1.079, H264 1.054
258 C 20.04 14.97 15.12  C257 1.512, O259 1.226, N260 1.356
259 O 19.98 16.01 15.76  C258 1.226
260 N 19.74 14.93 13.80  C258 1.356, C261 1.468, H265 1.021
261 C 19.60 16.15 12.99  N260 1.468, H266 1.102, H267 1.116, H268 1.106
262 H 20.14 13.65 16.79  C257 1.093
263 H 21.51 13.50 15.64  C257 1.079
264 H 20.02 12.84 15.21  C257 1.054
265 H 19.60 14.03 13.34  N260 1.021
266 H 20.00 16.93 13.66  C261 1.102
267 H 18.53 16.39 12.79  C261 1.116
268 H 20.22 16.07 12.08  C261 1.106

Mulliken atomic charge list, values in e, 5 entries: atom 1 (O): -0.59, atom 2 (C): 0.68, atom 3 (O): -0.17, atom 4 (C): -0.74, atom 5 (C): 3.13